The following is a quantum chemistry calculation of a structure of composition C16H20HgN4, from the Open Molecules 2025 dataset.

Structure (XYZ):
```
41
C16H20HgN4 (ωB97M-V with the def2-TZVPD basis set)
Hg 4.4200 -3.9790 -4.1640
N 2.4560 -6.0520 -3.6770
C 3.3640 -6.7810 -4.4210
C 4.5630 -6.7830 -3.7830
C 4.4890 -6.1290 -2.5290
C 2.9880 -5.8240 -2.4200
H 1.4690 -6.1150 -3.9980
H 3.0640 -7.2040 -5.3920
H 5.4050 -7.2600 -4.0690
H 5.2290 -5.9630 -1.7610
H 2.5120 -5.5230 -1.5540
N 2.0280 -2.6940 -4.8490
C 1.9880 -3.8480 -5.5920
C 3.1160 -3.6510 -6.5820
C 3.5650 -2.3380 -6.3410
C 2.8690 -1.7630 -5.3490
H 1.2780 -2.5090 -4.2100
H 1.2230 -4.5860 -5.4800
H 3.4550 -4.3600 -7.2780
H 4.3680 -1.8840 -6.9260
H 2.8430 -0.8160 -4.9250
N 5.0540 -1.3230 -3.1160
C 3.8410 -1.5820 -2.5540
C 4.1080 -2.7880 -1.7030
C 5.5320 -3.0450 -1.7920
C 6.1070 -2.0150 -2.4890
H 5.1120 -0.5070 -3.7580
H 3.0930 -0.7850 -2.6890
H 3.4660 -3.1580 -0.9010
H 6.0730 -3.7710 -1.1620
H 7.1450 -1.6910 -2.7060
N 6.2420 -5.0590 -5.8940
C 6.9770 -5.2950 -4.7750
C 7.4010 -4.0720 -4.2700
C 7.2080 -3.0880 -5.2260
C 6.4240 -3.7860 -6.3160
H 5.9410 -5.7100 -6.6580
H 7.1970 -6.2980 -4.4650
H 7.9840 -3.9970 -3.3390
H 7.5730 -2.1060 -5.2160
H 6.0490 -3.5110 -7.3320
```

The molecular weight is 469.0 g mol⁻¹. For the LUMO energy, the calculation gives -8.8028 eV. Its multiplicity is 1. The value obtained for the total energy is -27030.43569 eV. Its total charge is +2.